Density functional theory data (the ωB97M-V functional and the def2-TZVPD basis) for a 12-piece molecular cluster, C56H128Cl8O24 overall.

Structure (SMILES): COCCOCCOC.COCCOCCOC.COCCOCCOC.COCCOCCOC.COCCOCCOC.COCCOCCOC.COCCOCCOC.COCCOCCOC.ClCCCl.ClCCCl.ClCCCl.ClCCCl
HOMO, hartree: -0.33765

XYZ file:
```
216
C56H128Cl8O24, DFT the ωB97M-V functional and the def2-TZVPD basis
C 6.061 1.946 -7.031
O 6.377 1.219 -5.888
C 5.594 0.015 -5.644
C 6.170 -0.647 -4.429
O 6.067 0.089 -3.253
C 4.764 0.582 -2.919
C 3.841 -0.635 -2.630
O 4.449 -1.674 -1.885
C 5.033 -1.186 -0.644
H 6.356 1.407 -7.928
H 6.621 2.864 -7.098
H 5.023 2.321 -7.117
H 5.690 -0.583 -6.524
H 4.506 0.191 -5.527
H 7.201 -0.853 -4.715
H 5.704 -1.657 -4.364
H 4.437 1.324 -3.662
H 4.940 1.096 -2.004
H 3.490 -0.971 -3.596
H 2.981 -0.334 -2.047
H 5.330 -2.045 -0.026
H 4.258 -0.590 -0.182
H 5.978 -0.615 -0.832
C -2.300 -2.933 5.113
O -1.271 -3.108 4.152
C -1.017 -4.364 3.701
C -0.035 -4.263 2.575
O 1.233 -3.899 3.077
C 1.746 -2.678 2.706
C 3.214 -2.551 2.741
O 3.736 -2.363 4.033
C 3.819 -3.601 4.746
H -2.344 -1.873 5.227
H -1.964 -3.351 6.074
H -3.228 -3.325 4.746
H -1.917 -4.924 3.372
H -0.578 -5.033 4.441
H -0.317 -3.465 1.846
H 0.036 -5.238 2.150
H 1.408 -1.816 3.331
H 1.377 -2.410 1.678
H 3.459 -1.741 2.058
H 3.637 -3.491 2.321
H 4.386 -3.429 5.638
H 4.168 -4.385 4.022
H 2.808 -3.736 5.051
C -4.812 1.478 3.240
O -4.352 2.245 4.374
C -5.325 3.132 4.859
C -5.437 4.489 4.158
O -5.839 4.374 2.822
C -6.474 5.590 2.346
C -7.118 5.371 0.981
O -8.068 6.346 0.622
C -7.406 7.488 0.166
H -5.564 0.788 3.630
H -3.970 0.877 2.925
H -5.202 2.063 2.440
H -5.170 3.344 5.908
H -6.262 2.539 4.892
H -4.428 4.868 4.261
H -6.051 5.142 4.802
H -5.684 6.322 2.154
H -7.160 6.053 3.052
H -7.603 4.346 1.066
H -6.309 5.261 0.251
H -6.833 7.977 0.944
H -8.097 8.209 -0.241
H -6.708 7.297 -0.656
C 0.141 -7.921 -1.776
O 0.131 -6.946 -2.878
C -0.928 -5.926 -2.857
C -1.116 -5.208 -1.513
O 0.072 -4.956 -0.789
C 0.842 -3.930 -1.392
C 2.228 -3.939 -0.872
O 2.937 -5.126 -1.220
C 3.812 -5.408 -0.165
H 0.671 -7.440 -0.983
H 0.727 -8.747 -2.191
H -0.905 -8.161 -1.507
H -1.933 -6.331 -3.068
H -0.768 -5.241 -3.677
H -1.757 -5.805 -0.884
H -1.682 -4.298 -1.743
H 0.404 -2.948 -1.152
H 0.817 -4.023 -2.464
H 2.305 -3.753 0.194
H 2.784 -3.098 -1.286
H 4.405 -6.279 -0.413
H 3.231 -5.610 0.720
H 4.508 -4.610 0.051
C -2.219 3.999 1.633
O -2.493 3.937 0.250
C -3.462 3.028 -0.073
C -3.884 3.269 -1.489
O -4.831 4.379 -1.580
C -5.714 4.090 -2.661
C -6.820 3.082 -2.272
O -7.883 3.806 -1.705
C -8.793 3.021 -0.981
H -2.039 3.027 2.047
H -2.996 4.497 2.183
H -1.323 4.615 1.714
H -4.349 3.166 0.628
H -3.168 1.981 0.138
H -4.336 2.333 -1.818
H -3.011 3.560 -2.084
H -5.127 3.901 -3.558
H -6.158 5.070 -2.837
H -6.372 2.412 -1.512
H -7.144 2.469 -3.124
H -9.540 3.688 -0.666
H -8.267 2.570 -0.138
H -9.247 2.226 -1.599
C 0.384 1.666 -8.480
O 1.717 1.370 -8.024
C 1.895 0.149 -7.338
C 1.363 0.066 -5.916
O 2.154 0.801 -4.973
C 2.234 2.197 -5.094
C 0.852 2.793 -4.916
O 0.402 2.351 -3.594
C -0.941 2.716 -3.289
H -0.380 1.477 -7.740
H 0.080 1.039 -9.323
H 0.257 2.704 -8.831
H 2.973 -0.126 -7.411
H 1.433 -0.686 -7.872
H 1.430 -0.982 -5.573
H 0.285 0.318 -5.905
H 2.646 2.462 -6.098
H 2.852 2.529 -4.236
H 0.124 2.594 -5.687
H 0.945 3.883 -4.834
H -1.061 3.813 -3.431
H -1.145 2.491 -2.230
H -1.656 2.178 -3.963
C -0.179 1.191 7.376
O -0.146 -0.199 7.398
C 0.677 -0.682 6.303
C 2.128 -0.196 6.362
O 2.623 -0.383 7.703
C 2.838 -1.799 7.947
C 3.928 -1.971 8.976
O 5.235 -1.619 8.460
C 6.208 -1.740 9.459
H 0.725 1.608 7.813
H -1.105 1.498 7.939
H -0.256 1.564 6.393
H 0.245 -0.333 5.353
H 0.607 -1.778 6.364
H 2.156 0.886 6.209
H 2.731 -0.680 5.594
H 3.119 -2.270 7.028
H 1.919 -2.261 8.296
H 3.866 -3.036 9.272
H 3.670 -1.316 9.827
H 7.132 -1.228 9.112
H 6.425 -2.761 9.779
H 5.876 -1.255 10.401
C -1.106 0.023 2.708
O -0.651 -0.295 1.404
C -0.049 0.731 0.694
C 0.447 0.162 -0.583
O -0.593 -0.251 -1.438
C -0.037 -0.614 -2.692
C -1.101 -1.042 -3.603
O -1.708 -2.179 -3.043
C -2.677 -2.706 -3.921
H -0.435 0.588 3.317
H -1.326 -0.944 3.148
H -1.980 0.674 2.552
H 0.730 1.204 1.227
H -0.749 1.531 0.444
H 1.086 -0.750 -0.419
H 1.175 0.863 -1.070
H 0.757 -1.361 -2.563
H 0.505 0.256 -3.125
H -0.699 -1.366 -4.544
H -1.796 -0.246 -3.741
H -3.465 -1.970 -4.136
H -3.165 -3.596 -3.483
H -2.207 -2.944 -4.906
Cl -3.999 -3.497 -0.103
C -3.137 -1.959 0.094
C -3.703 -0.790 -0.758
Cl -5.179 -0.045 0.005
H -2.136 -2.132 -0.342
H -3.003 -1.741 1.138
H -3.984 -1.164 -1.760
H -2.877 -0.108 -0.778
Cl 3.286 1.973 0.906
C 3.957 2.799 2.359
C 3.382 2.180 3.672
Cl 1.700 2.653 3.895
H 3.779 3.889 2.339
H 5.031 2.645 2.288
H 3.983 2.506 4.537
H 3.518 1.098 3.657
Cl 1.057 5.238 1.439
C 0.635 5.776 -0.290
C 1.088 4.705 -1.288
Cl 2.922 4.706 -1.592
H 1.075 6.751 -0.410
H -0.451 5.674 -0.263
H 0.664 4.823 -2.287
H 0.840 3.709 -0.842
Cl 5.571 -5.367 -4.291
C 4.231 -4.135 -4.381
C 2.896 -4.851 -4.339
Cl 1.658 -3.642 -4.801
H 4.310 -3.581 -5.282
H 4.286 -3.391 -3.523
H 2.631 -5.125 -3.330
H 2.944 -5.705 -4.987
```

***

Density functional theory data (the ωB97M-V functional and the def2-TZVPD basis) for C56H131CdN8O23 as an isolated structure.

Net charge: -1
ΔE to the lowest compared entry with this formula, charge and spin, kJ/mol: 0.0
HOMO, hartree: -0.18178

XYZ file:
```
219
C56H131CdN8O23, DFT the ωB97M-V functional and the def2-TZVPD basis
Cd 10.581 4.447 16.309
C 6.509 5.076 15.782
C 7.789 4.715 16.106
C 8.068 3.844 17.388
O 9.292 3.523 17.622
C 7.013 3.407 18.099
C 5.652 3.804 17.807
C 5.395 4.668 16.582
O 4.248 4.897 16.281
O 4.724 3.439 18.492
O 8.773 4.978 15.292
H 6.397 5.542 14.812
H 7.189 2.783 18.960
C 10.556 7.803 19.117
C 10.527 7.255 17.712
O 11.106 6.013 17.612
H 10.128 7.087 19.838
H 9.945 8.707 19.207
H 11.568 8.002 19.474
H 11.052 8.021 17.081
H 9.504 7.253 17.298
O 12.668 5.281 19.891
H 11.941 5.164 20.528
H 12.262 5.442 19.016
O 12.399 3.342 16.760
H 12.492 2.499 16.302
H 13.091 3.359 17.433
C 11.782 6.044 29.676
O 11.770 5.918 28.310
C 13.014 5.504 27.800
C 12.830 5.088 26.359
N 12.752 6.281 25.527
C 12.333 5.964 24.169
C 12.367 7.163 23.244
O 13.687 7.524 22.883
C 13.678 8.720 22.161
H 12.596 6.668 30.062
H 11.863 5.051 30.157
H 10.827 6.442 30.020
H 13.400 4.689 28.435
H 13.763 6.306 27.847
H 11.966 4.418 26.278
H 13.759 4.583 26.075
H 12.035 6.899 25.895
H 11.256 5.712 24.119
H 12.855 5.158 23.656
H 11.803 7.992 23.706
H 11.822 6.855 22.335
H 13.258 9.543 22.746
H 13.220 8.540 21.182
H 14.711 9.018 21.952
C 14.970 11.058 15.787
O 13.730 11.238 16.412
C 13.714 10.694 17.713
C 12.632 11.351 18.527
N 13.055 12.611 19.102
C 12.017 13.233 19.884
C 12.369 14.675 20.169
O 12.321 15.395 18.939
C 12.873 16.667 19.017
H 15.765 11.516 16.394
H 14.985 11.597 14.841
H 15.194 10.000 15.614
H 14.700 10.785 18.187
H 13.473 9.619 17.656
H 12.259 10.705 19.319
H 11.786 11.480 17.824
H 13.349 13.249 18.370
H 11.969 12.781 20.880
H 11.001 13.251 19.462
H 13.351 14.796 20.645
H 11.631 15.083 20.877
H 13.958 16.659 18.814
H 12.775 17.140 20.004
H 12.407 17.325 18.284
C 13.711 2.396 23.705
O 12.377 2.385 23.286
C 12.241 2.380 21.878
C 10.870 2.818 21.499
N 10.659 4.225 21.814
C 9.400 4.773 21.276
C 8.181 3.982 21.665
O 8.161 3.952 23.103
C 7.123 3.143 23.585
H 14.318 1.665 23.150
H 13.739 2.124 24.761
H 14.195 3.378 23.607
H 12.438 1.364 21.498
H 12.963 3.066 21.415
H 10.099 2.134 21.876
H 10.801 2.735 20.403
H 10.462 4.241 22.816
H 9.424 4.841 20.185
H 9.299 5.757 21.740
H 8.215 2.964 21.269
H 7.275 4.524 21.379
H 6.145 3.548 23.291
H 7.215 3.094 24.668
H 7.188 2.123 23.178
C 14.827 7.152 18.314
O 15.266 6.949 16.994
C 14.316 6.189 16.263
C 14.819 5.982 14.861
N 14.198 4.792 14.272
C 14.398 4.738 12.809
C 14.617 3.328 12.350
O 15.834 2.858 12.907
C 16.295 1.689 12.269
H 13.877 7.700 18.353
H 15.581 7.718 18.859
H 14.681 6.196 18.831
H 13.343 6.702 16.284
H 14.157 5.258 16.827
H 15.910 5.825 14.905
H 14.679 6.871 14.248
H 14.708 3.987 14.620
H 15.289 5.314 12.519
H 13.533 5.122 12.260
H 14.633 3.314 11.252
H 13.816 2.661 12.704
H 16.762 1.937 11.311
H 15.472 0.971 12.152
H 17.034 1.197 12.902
C 3.544 8.028 23.296
O 3.551 9.449 23.299
C 2.607 10.089 22.459
C 2.495 9.562 21.050
N 3.773 9.659 20.362
C 3.764 8.918 19.103
C 5.095 8.961 18.426
O 6.063 8.331 19.238
C 7.319 8.433 18.662
H 3.760 7.601 22.316
H 2.566 7.651 23.639
H 4.244 7.727 24.072
H 2.899 11.141 22.406
H 1.618 10.070 22.949
H 1.760 10.161 20.504
H 2.093 8.531 21.068
H 4.463 9.204 20.955
H 3.052 9.392 18.416
H 3.459 7.865 19.200
H 5.395 9.960 18.080
H 4.983 8.363 17.511
H 7.665 9.474 18.556
H 7.324 7.942 17.687
H 8.050 7.965 19.323
C 13.210 10.716 12.449
O 13.491 9.428 12.960
C 12.584 9.037 13.980
C 11.319 8.451 13.416
N 11.659 7.218 12.695
C 10.561 6.662 11.956
C 10.847 5.252 11.472
O 11.961 5.271 10.585
C 12.059 4.132 9.791
H 13.314 11.476 13.230
H 12.206 10.771 12.016
H 13.935 10.874 11.651
H 12.356 9.885 14.640
H 13.095 8.312 14.619
H 10.825 9.221 12.812
H 10.651 8.227 14.253
H 12.377 7.505 12.034
H 10.179 7.264 11.115
H 9.652 6.583 12.571
H 9.956 4.882 10.943
H 11.031 4.586 12.326
H 13.072 4.124 9.378
H 11.337 4.136 8.967
H 11.953 3.193 10.353
C 8.298 9.216 15.450
O 8.423 9.760 14.135
C 7.217 9.710 13.410
C 7.416 10.395 12.082
N 8.457 9.817 11.271
C 8.789 10.667 10.130
C 9.818 10.022 9.225
O 11.027 9.949 9.950
C 12.012 9.161 9.311
H 9.185 9.554 15.986
H 8.395 8.121 15.384
H 7.359 9.469 15.940
H 6.444 10.306 13.917
H 6.893 8.667 13.297
H 7.596 11.461 12.353
H 6.458 10.470 11.556
H 9.291 9.768 11.844
H 9.199 11.641 10.459
H 7.911 10.959 9.544
H 9.977 10.698 8.366
H 9.502 9.040 8.860
H 12.182 9.510 8.282
H 11.748 8.100 9.313
H 12.941 9.318 9.862
C 5.352 13.832 26.302
O 6.238 13.388 25.316
C 5.721 12.329 24.524
C 6.806 11.897 23.556
N 6.183 11.102 22.465
C 6.990 9.890 22.174
C 8.332 10.192 21.564
O 9.257 10.589 22.571
C 10.579 10.589 22.131
H 5.950 14.232 27.125
H 4.701 13.036 26.672
H 4.762 14.680 25.925
H 4.831 12.668 23.974
H 5.469 11.501 25.201
H 7.551 11.317 24.099
H 7.233 12.789 23.099
H 5.325 10.742 22.885
H 6.474 9.300 21.417
H 7.143 9.311 23.097
H 8.237 10.957 20.787
H 8.683 9.214 21.200
H 10.668 10.944 21.100
H 10.959 9.559 22.171
H 11.208 11.183 22.793
```